1.
20
Properties=species:S:1:pos:R:3:lowdin_charge:R:1 method="wB97M-V/def2-TZVPD" spin_multiplicity=1 total_charge=-1 relative_energy_kj_mol=192.4
C 0.288 1.243 1.443 -0.221
N 1.124 0.274 2.144 -0.001
C 0.581 -0.984 2.336 -0.398
O 1.241 -1.988 2.441 0.000
C 0.114 0.860 -0.063 -0.284
N -0.639 -0.336 -0.220 -0.045
C -1.777 -0.234 -1.295 -0.442
O -1.526 -0.908 -2.438 -0.326
H 0.761 2.234 1.488 0.099
H -0.661 1.353 1.979 0.104
H 2.121 0.241 1.989 0.125
H -0.511 -0.919 2.533 0.128
H 1.192 0.782 -0.274 0.097
H -0.124 1.735 -0.705 0.109
H -0.106 -1.119 -0.575 0.085
H -1.904 0.855 -1.427 0.076
H -2.606 -0.816 -0.837 0.078
H -0.006 -0.926 -2.919 0.004
H 1.426 -0.240 -2.840 -0.013
O 1.013 -1.106 -2.761 -0.175



2.
83
Properties=species:S:1:pos:R:3:lowdin_charge:R:1 method="wB97M-V/def2-TZVPD" spin_multiplicity=2 total_charge=+1 relative_energy_kj_mol=0.0
Cr -0.039 -0.619 0.133 0.550
C -0.564 5.491 -1.145 -0.522
C 0.680 5.646 -0.283 -0.546
S 1.210 4.197 0.653 0.838
C -0.280 3.765 1.585 -0.509
C -1.283 2.775 0.962 -0.424
S -0.610 1.704 -0.337 0.900
C -1.845 1.888 -1.639 -0.466
C -1.971 3.305 -2.208 -0.505
S -0.426 4.225 -2.446 0.873
H -0.776 6.450 -1.619 0.078
H -1.421 5.250 -0.516 0.060
H 0.520 6.482 0.402 0.081
H 1.547 5.902 -0.895 0.073
H -0.807 4.685 1.846 0.088
H 0.089 3.351 2.519 0.042
H -2.101 3.309 0.482 0.075
H -1.729 2.149 1.731 0.065
H -2.818 1.551 -1.281 0.072
H -1.518 1.198 -2.415 0.040
H -2.630 3.914 -1.590 0.071
H -2.460 3.223 -3.179 0.077
C -6.690 0.483 -4.240 -0.040
C -5.824 0.100 -3.073 -0.256
C -4.625 -0.578 -3.259 -0.020
C -3.817 -0.918 -2.181 -0.077
C -4.213 -0.573 -0.902 -0.299
C -5.413 0.102 -0.688 -0.042
C -6.206 0.431 -1.770 -0.018
S -3.245 -0.907 0.537 0.610
O -3.891 -1.936 1.299 -0.255
O -3.001 0.358 1.173 -0.301
N -1.790 -1.470 0.002 -0.249
C -1.697 -2.864 -0.272 -0.279
C -2.706 -3.708 -0.665 -0.001
C -2.454 -5.083 -0.863 -0.035
C -1.217 -5.625 -0.670 -0.014
C -0.152 -4.788 -0.268 -0.136
C 1.167 -5.234 -0.030 0.027
C 2.131 -4.346 0.358 -0.012
C 1.797 -2.990 0.497 -0.061
N 0.576 -2.549 0.281 -0.003
C -0.406 -3.419 -0.084 -0.182
H -6.418 -0.074 -5.135 0.080
H -6.588 1.547 -4.462 0.089
H -7.741 0.295 -4.025 0.086
H -4.315 -0.851 -4.261 0.119
H -2.889 -1.440 -2.349 0.076
H -5.710 0.373 0.317 0.126
H -7.141 0.952 -1.605 0.123
H -3.714 -3.343 -0.798 0.113
H -3.278 -5.716 -1.166 0.118
H -1.041 -6.683 -0.814 0.122
H 1.401 -6.284 -0.158 0.130
H 3.147 -4.662 0.546 0.118
H 2.539 -2.247 0.761 0.131
N 1.636 1.357 2.118 0.167
C 0.748 0.627 2.822 -0.350
C 0.601 0.855 4.206 -0.003
C -0.262 0.085 4.933 -0.037
C -0.973 -0.935 4.293 -0.041
C -0.805 -1.091 2.949 -0.108
N 0.006 -0.306 2.190 0.033
H 2.193 2.045 2.591 0.114
H 1.877 1.113 1.170 0.063
H 1.198 1.630 4.668 0.122
H -0.379 0.257 5.995 0.120
H -1.651 -1.584 4.826 0.117
H -1.344 -1.864 2.423 0.103
Br 0.091 -1.131 -2.598 1.030
C 1.135 0.371 -3.166 -0.527
C 0.768 0.969 -4.356 -0.117
C 1.530 2.024 -4.838 -0.065
C 2.651 2.449 -4.141 -0.051
C 3.008 1.825 -2.956 0.009
C 2.245 0.783 -2.440 -0.152
C 2.658 0.224 -1.110 -0.539
O 3.805 0.119 -0.767 0.136
O 1.645 -0.072 -0.314 -0.299
H -0.090 0.607 -4.906 0.110
H 1.247 2.506 -5.764 0.117
H 3.249 3.265 -4.522 0.116
H 3.882 2.137 -2.401 0.132



3.
66
Properties=species:S:1:pos:R:3:lowdin_charge:R:1 method="wB97M-V/def2-TZVPD" spin_multiplicity=7 total_charge=-1 relative_energy_kj_mol=0.0
Tb -0.122 -0.380 0.288 1.768
C -3.599 0.799 -1.427 0.002
C -3.419 -0.363 -0.459 -0.486
C -4.751 -0.841 0.088 -0.014
O -2.565 0.048 0.644 -0.155
C -2.697 -1.526 -1.186 -0.611
O -3.324 -2.130 -2.038 0.059
O -1.472 -1.724 -0.830 -0.178
H -4.270 1.549 -0.996 0.097
H -4.031 0.430 -2.357 0.099
H -2.643 1.274 -1.637 0.068
H -5.213 -0.049 0.682 0.091
H -4.620 -1.728 0.712 0.091
H -5.406 -1.102 -0.742 0.091
H -2.666 1.001 0.816 0.092
N -2.734 -1.306 3.139 0.126
C -1.518 -1.882 3.285 -0.672
N -0.585 -1.940 2.368 0.020
C 0.524 -2.628 2.848 -0.330
C 0.424 -3.097 4.109 -0.363
S -1.117 -2.700 4.766 1.053
C 1.721 -2.718 2.008 -0.364
C 2.783 -3.502 2.262 -0.391
S 4.013 -3.248 1.066 0.976
C 2.976 -2.053 0.246 -0.756
N 1.800 -1.908 0.886 -0.051
N 3.326 -1.387 -0.821 0.010
H -2.829 -0.725 2.313 0.065
H -3.155 -0.937 3.974 0.102
H 1.163 -3.621 4.693 0.071
H 2.923 -4.212 3.062 0.064
H 4.227 -1.652 -1.191 0.049
H 2.040 -0.784 -1.501 -0.003
O 1.473 5.502 0.857 0.125
C 2.507 4.780 1.236 -0.505
O 3.495 5.274 1.733 0.076
C 2.429 3.305 1.039 -0.043
C 3.442 2.454 1.416 0.011
N 3.053 1.211 1.102 0.048
N 1.855 1.189 0.529 0.012
C 1.451 2.450 0.477 -0.133
C 0.094 2.718 -0.120 -0.539
O -0.290 3.882 -0.222 0.072
O -0.551 1.676 -0.488 -0.156
H 0.739 4.931 0.474 0.070
H 4.385 2.677 1.888 0.138
H 3.561 0.346 1.188 0.143
C 1.254 -2.187 -4.116 -0.157
Si 0.918 -0.470 -3.471 0.346
C 2.158 0.708 -4.222 -0.162
C -0.815 0.087 -3.825 -0.137
O 1.111 -0.462 -1.821 -0.324
H 1.100 -2.249 -5.199 0.029
H 0.588 -2.908 -3.633 0.038
H 2.287 -2.482 -3.904 0.027
H 2.128 0.667 -5.317 0.029
H 3.176 0.459 -3.905 0.029
H 1.952 1.739 -3.916 0.033
H -1.010 0.161 -4.900 0.039
H -0.983 1.072 -3.378 0.036
H -1.536 -0.617 -3.400 0.026
F -1.447 1.352 4.226 0.135
B -1.049 1.880 3.003 -1.172
F -0.345 0.768 2.284 -0.053
F -0.153 2.916 3.113 0.177
F -2.164 2.211 2.206 0.120



4.
14
Properties=species:S:1:pos:R:3:lowdin_charge:R:1 method="wB97M-V/def2-TZVPD" spin_multiplicity=2 total_charge=+1 relative_energy_kj_mol=0.0
O -2.924 1.455 1.112 -0.267
C -3.867 0.566 0.872 -0.905
O -4.988 0.858 0.439 0.093
O -3.459 -0.678 1.059 -0.277
La -1.320 -0.101 1.808 2.255
C 1.566 -0.466 -1.980 0.079
C 2.265 0.313 -1.159 -0.177
O 1.922 0.613 0.139 -0.101
C 1.562 -0.319 1.026 -0.165
H 1.935 -0.603 -2.995 0.087
H 0.679 -1.024 -1.676 0.072
H 3.215 0.782 -1.422 0.140
H 1.789 -0.028 2.058 0.075
H 1.625 -1.370 0.719 0.091



5.
12
Properties=species:S:1:pos:R:3:lowdin_charge:R:1 method="wB97M-V/def2-TZVPD" spin_multiplicity=1 total_charge=+1 relative_energy_kj_mol=481.1
C -1.123 0.708 1.642 -0.633
C -0.123 -0.504 -0.253 -0.287
C 1.797 1.076 -0.247 0.041
N -1.093 -0.218 0.731 0.073
N -0.628 -1.386 -1.264 0.179
O 0.970 0.140 -0.466 0.060
S -1.439 1.930 2.508 0.951
H 2.804 0.882 -0.665 0.106
H 1.779 2.006 0.336 0.101
H -1.882 -0.936 0.660 0.215
H -0.044 -1.384 -1.990 0.050
H -1.017 -2.316 -0.993 0.146



6.
9
Properties=species:S:1:pos:R:3:lowdin_charge:R:1 method="wB97M-V/def2-TZVPD" spin_multiplicity=3 total_charge=+1 relative_energy_kj_mol=11.0
O 0.200 0.801 -0.404 -0.564
C -1.177 0.941 -0.469 -0.246
Ce 2.141 0.253 -1.577 1.550
H -1.509 1.638 -1.262 0.080
H -1.681 -0.028 -0.651 0.083
H -1.578 1.343 0.482 0.087
O 2.157 -1.051 1.025 0.104
C 1.125 -1.563 1.265 -0.369
O 0.322 -2.334 1.591 0.274